(1)
Molecular formula: C4H13NO2
Method: DFT, the ωB97M-V functional and the def2-TZVPD basis

Values from the calculation:
**LUMO level**: 0.32 eV
**Gap between HOMO and LUMO**: 9.3 eV
**Energy relative to the best compared isomer or geometry (same formula, charge and spin)**: 18.7 kcal/mol
**Molar mass**: 107.15 g mol⁻¹
**E_tot**: -365.4127 a.u.

Structure (ORCA input):
```
! wB97M-V def2-TZVPD RIJCOSX def2/J DEFGRID3
* xyz 0 1
C 0.0860 -0.8930 -0.8282
C -0.7701 0.3825 -0.9675
C -2.0846 0.0422 -0.2054
N -1.7029 -0.8741 0.8664
C -0.6933 -1.7033 0.2619
H 1.1003 -0.6373 -0.5281
H 0.1658 -1.5586 -1.6901
H -0.3000 1.1535 -0.3506
H -0.9637 0.7154 -1.9836
H -2.6068 0.9403 0.1085
H -2.7401 -0.5187 -0.8827
H -1.2960 -0.2718 1.5814
H -0.1153 -2.2743 0.9871
H -1.2213 -2.4742 -0.3246
O 1.6054 0.9112 1.5555
H 0.7055 0.6512 1.8145
H 1.7396 1.4882 2.3282
O 2.4634 1.4285 -0.9701
H 2.4998 1.3175 -0.0150
H 3.2734 1.9200 -1.1068
*
```

---

(2)
Molecular formula: C4H13NO2
Method: DFT, the ωB97M-V functional and the def2-TZVPD basis

Values from the calculation:
**LUMO level**: -3.99 eV
**Gap between HOMO and LUMO**: 3.9 eV
**Energy relative to the best compared isomer or geometry (same formula, charge and spin)**: 208.3 kcal/mol
**Molar mass**: 107.15 g mol⁻¹
**E_tot**: -365.1105 a.u.

Structure (ORCA input):
```
! wB97M-V def2-TZVPD RIJCOSX def2/J DEFGRID3
* xyz 0 1
N 2.0679 1.6720 1.1303
C -0.1267 0.5488 1.9057
C -2.3782 -0.3767 -1.1088
C -1.6225 -0.1904 0.1830
C -0.4254 0.3584 0.4880
H 1.1696 1.1051 1.6360
H 2.8092 2.0341 1.7118
H -1.0783 0.7544 2.5012
H 0.2647 -0.3574 2.4215
H -2.6133 -1.4345 -1.2980
H -3.3142 0.1783 -1.1936
H -1.8317 0.0169 -1.9601
H -2.2389 -0.6976 0.9746
H 0.3505 0.6238 -0.2299
H 1.2348 -2.7875 -0.7055
H 1.2124 -1.2456 -1.2717
O 0.6645 -2.0495 -0.9542
H 2.2533 1.9845 0.1895
H 2.0821 -0.1683 -2.5865
O 1.5202 0.0310 -1.8332
*
```

---

(3)
Molecular formula: C4H13NO2
Method: DFT, the ωB97M-V functional and the def2-TZVPD basis

Values from the calculation:
**LUMO level**: 0.71 eV
**Gap between HOMO and LUMO**: 9.0 eV
**Energy relative to the best compared isomer or geometry (same formula, charge and spin)**: 68.6 kcal/mol
**Molar mass**: 107.15 g mol⁻¹
**E_tot**: -365.3332 a.u.

Structure (ORCA input):
```
! wB97M-V def2-TZVPD RIJCOSX def2/J DEFGRID3
* xyz 0 1
C -0.9440 -1.7701 -2.4155
C -1.7616 -1.5351 -1.1351
C -1.6015 -0.5728 -0.2174
C -1.3102 -0.7879 1.2744
N -0.4334 0.3064 1.7981
H -1.6034 -2.2438 -3.1384
H -0.4330 -0.8350 -2.5950
H -0.3399 -2.6079 -2.0689
H -2.5068 -2.3187 -0.9833
H -1.5779 0.4969 -0.3332
H -2.2557 -0.7772 1.8285
H -0.7163 -1.6833 1.4179
H -0.5920 1.1316 1.2239
H -0.8414 0.5408 2.6953
O 2.1748 0.8471 0.1398
H 2.7705 0.1330 -0.1360
H 1.6950 0.2986 0.7884
O 3.7494 3.9347 0.8169
H 3.4334 3.0236 0.7344
H 3.0939 4.4192 0.3052
*
```

---

(4)
Molecular formula: C4H13NO2
Method: DFT, the ωB97M-V functional and the def2-TZVPD basis

Values from the calculation:
**LUMO level**: 0.67 eV
**Gap between HOMO and LUMO**: 10.3 eV
**Energy relative to the best compared isomer or geometry (same formula, charge and spin)**: 38.6 kcal/mol
**Molar mass**: 107.15 g mol⁻¹
**E_tot**: -365.3809 a.u.

Structure (ORCA input):
```
! wB97M-V def2-TZVPD RIJCOSX def2/J DEFGRID3
* xyz 0 1
C -2.7963 -0.3751 -0.7526
N -1.9754 0.0676 0.0970
C -0.5567 -0.3332 -0.0780
C 0.0244 -0.7763 1.2519
C 1.5649 -0.7115 1.1981
H -2.5660 -0.5427 -1.8151
H -3.8144 -0.6568 -0.4814
H -0.0226 0.5689 -0.4034
H -0.5347 -1.1107 -0.8417
H -0.2799 -1.7859 1.5266
H -0.3762 -0.1127 2.0179
H 2.0538 -1.1483 2.0615
H 1.7620 0.3619 1.1484
H 1.8954 -1.1424 0.2543
O -2.4022 2.8357 0.5529
H -2.1379 1.9067 0.6740
H -1.9975 3.3025 1.2904
O 4.2567 -0.3224 -2.2866
H 3.3147 -0.3417 -2.4875
H 4.5877 0.3166 -2.9268
*
```

---

(5)
Molecular formula: C4H13NO2
Method: DFT, the ωB97M-V functional and the def2-TZVPD basis

Values from the calculation:
**LUMO level**: 0.72 eV
**Gap between HOMO and LUMO**: 9.9 eV
**Energy relative to the best compared isomer or geometry (same formula, charge and spin)**: 49.3 kcal/mol
**Molar mass**: 107.15 g mol⁻¹
**E_tot**: -365.3640 a.u.

Structure (ORCA input):
```
! wB97M-V def2-TZVPD RIJCOSX def2/J DEFGRID3
* xyz 0 1
N 0.6064 1.5531 -0.9916
C 0.8619 0.9832 0.3511
C 1.3787 -0.5134 0.4138
C 0.3299 -1.6355 0.1213
C -0.9423 -1.5032 0.8032
O -0.8189 -0.9001 2.1063
H 1.3547 2.3424 -1.2033
H 0.7192 0.8688 -1.6935
H 1.6360 1.5661 0.7908
H -0.0016 1.3841 0.7969
H 1.9701 -0.6906 1.2599
H 2.2579 -0.6020 -0.2666
H 0.8790 -2.6025 0.2352
H 0.1784 -1.7217 -0.9880
H -1.4943 -2.4543 0.8378
H -1.5424 -0.7874 0.2267
H -0.4275 -1.6018 2.6230
O -2.3017 2.5182 -1.7826
H -1.8751 1.7762 -1.1418
H -2.7686 2.0205 -2.4983
*
```

---

(6)
Molecular formula: C4H13NO2
Method: DFT, the ωB97M-V functional and the def2-TZVPD basis

Values from the calculation:
**LUMO level (alpha / beta)**: -3.74 / -8.87 eV
**Gap between HOMO and LUMO (alpha / beta)**: 10.1 / 4.9 eV
**Energy relative to the best compared isomer or geometry (same formula, charge and spin)**: 76.3 kcal/mol
**Molar mass**: 107.15 g mol⁻¹
**E_tot**: -365.0254 a.u.

Structure (ORCA input):
```
! wB97M-V def2-TZVPD RIJCOSX def2/J DEFGRID3
* xyz 1 2
C 0.8909 2.2615 -0.7514
N 0.2223 1.0680 -0.2262
C -1.1187 0.5301 -0.6583
C -2.4929 -1.5686 -0.1441
C -1.6852 -0.5906 0.1909
H 1.8462 2.4561 -0.2747
H 0.2928 3.1580 -0.6289
H 1.0438 2.1440 -1.8376
H 0.8596 0.3113 -0.4945
H -1.7974 1.3872 -0.6587
H -1.1248 0.1431 -1.6916
H -2.9097 -2.4127 0.3801
H -3.0824 -1.5834 -1.0734
H -1.0704 -0.7465 1.0811
H 1.5125 -1.1431 -2.3054
H 1.0441 -2.1144 -3.3501
O 1.7555 -1.5001 -3.1585
H 1.3974 -0.1342 5.4320
H 2.3735 -0.8103 4.6309
O 2.0427 -0.8555 5.5383
*
```

---

(7)
Molecular formula: C4H13NO2S
Method: DFT, the ωB97M-V functional and the def2-TZVPD basis

Values from the calculation:
**LUMO level**: 0.54 eV
**Gap between HOMO and LUMO**: 9.4 eV
**Energy relative to the best compared isomer or geometry (same formula, charge and spin)**: 21.1 kcal/mol
**Molar mass**: 139.22 g mol⁻¹
**E_tot**: -763.5886 a.u.

Structure (ORCA input):
```
! wB97M-V def2-TZVPD RIJCOSX def2/J DEFGRID3
* xyz 0 1
C 1.8604 -0.2254 0.1920
C 0.7630 -0.6329 -0.8223
C 0.9110 -2.0949 -1.3090
S 0.2218 -3.3194 -0.1265
N -0.5492 -0.2394 -0.3507
C -1.1435 0.9296 -0.9390
O -0.9488 2.1551 -0.1835
H 1.5234 -0.5682 1.1787
H 2.8853 -0.5734 0.0945
H 1.8024 0.8644 0.2406
H 0.9890 -0.0196 -1.6998
H 1.9866 -2.2085 -1.4362
H 0.3460 -2.1962 -2.2318
H -0.5147 -4.0069 -0.9991
H -0.6522 -0.2842 0.6495
H -2.2280 0.8634 -0.9935
H -0.6288 1.1817 -1.8564
H -0.9511 2.1428 0.7938
O -1.8332 2.5178 2.9362
H -1.4876 3.4003 3.1161
H -2.3519 2.3140 3.7464
*
```

---

(8)
Molecular formula: C4H13NO3
Method: DFT, the ωB97M-V functional and the def2-TZVPD basis

Values from the calculation:
**LUMO level**: 0.71 eV
**Gap between HOMO and LUMO**: 10.0 eV
**Energy relative to the best compared isomer or geometry (same formula, charge and spin)**: 56.3 kcal/mol
**Molar mass**: 123.15 g mol⁻¹
**E_tot**: -440.6255 a.u.

Structure (ORCA input):
```
! wB97M-V def2-TZVPD RIJCOSX def2/J DEFGRID3
* xyz 0 1
C -0.9946 0.7162 -0.7336
C 0.2033 0.0183 -0.1439
C 0.1895 -0.2646 1.4286
C 0.6577 -1.4144 -0.6178
N -0.3528 -2.2404 -1.0877
O 1.7904 -1.8583 -0.6602
H -1.1026 1.7958 -0.2974
H -0.7949 0.7568 -1.8663
H -1.8765 0.0482 -0.7278
H 1.1610 0.4970 -0.3640
H -0.7850 0.0419 1.8408
H 0.9318 0.3951 1.6803
H 0.3036 -1.3089 1.6900
H -1.2287 -1.9975 -0.7647
H -0.3689 -3.0950 -1.3984
O -2.8756 2.2975 2.5525
H -2.6326 1.7345 3.2476
H -2.1341 2.8929 2.3036
O 3.1619 0.4548 -1.6789
H 2.7893 0.5244 -2.6719
H 3.9577 0.0056 -1.7308
*
```